(1)
{
  "formula": "C27H65FN2O15S",
  "method": "ωB97M-V/def2-TZVPD",
  "total_energy_ha": -2803.58527,
  "e_lumo_ev": 0.5,
  "spin_multiplicity": 1,
  "elements": ["C", "C", "H", "C", "H", "O", "C", "O", "H", "H", "H", "C", "H", "H", "C", "C", "C", "H", "O", "H", "O", "C", "O", "C", "H", "H", "O", "C", "C", "C", "H", "O", "H", "H", "H", "H", "H", "O", "H", "C", "H", "H", "C", "H", "H", "H", "H", "O", "H", "O", "H", "H", "H", "H", "N", "C", "H", "H", "O", "H", "H", "O", "C", "C", "H", "H", "H", "H", "H", "H", "H", "H", "H", "O", "C", "H", "O", "H", "S", "H", "C", "H", "H", "H", "H", "H", "H", "C", "H", "H", "H", "H", "H", "O", "H", "C", "C", "N", "C", "C", "F", "H", "H", "C", "H", "H", "C", "H", "H", "H", "H"],
  "xyz": [[-6.172, 0.071, -0.471], [-2.401, 4.128, 3.358], [10.447, 1.026, -6.201], [9.928, 1.763, -5.586], [-4.301, -8.323, 9.552], [-2.881, 1.954, 4.309], [8.291, 2.233, -7.325], [11.062, 3.495, -6.835], [-4.800, 1.271, 3.914], [-4.251, 0.122, -3.700], [8.057, 1.385, -9.270], [-3.970, 4.738, 5.116], [10.081, 3.825, -5.038], [7.221, 2.456, -7.343], [10.242, -0.431, -8.810], [-5.565, -5.311, 4.744], [-3.804, 0.314, 0.037], [8.815, 3.142, -7.622], [9.913, 0.914, -8.545], [-3.779, -0.631, 0.585], [0.789, 3.197, -3.390], [-3.070, 5.257, 6.215], [-3.697, -0.956, -2.017], [-4.439, -3.328, 5.334], [-1.545, 4.194, 4.032], [4.291, 3.357, -3.827], [-5.000, -4.538, 5.789], [-3.704, -0.785, -3.417], [8.530, 1.115, -8.316], [-5.494, -6.789, 5.056], [-2.686, -0.730, -3.817], [-4.215, -7.372, 4.856], [-7.571, -1.431, 0.128], [-2.347, -7.575, 7.655], [0.039, 4.413, 6.809], [-6.146, -7.302, 4.346], [-3.513, -8.753, 6.995], [-5.113, 0.869, 0.030], [-3.908, 0.466, 5.221], [10.695, 3.065, -5.536], [1.050, -0.522, -2.707], [-3.719, 2.653, 2.543], [-3.177, -7.038, 5.764], [-5.945, -0.318, -1.465], [-2.267, -7.431, 5.304], [-0.554, 5.924, 6.094], [-3.346, 1.088, -1.903], [-4.317, -7.068, 7.899], [3.624, 2.024, -2.955], [-3.474, 4.943, 3.803], [5.381, 1.456, -5.365], [-6.620, -5.024, 4.633], [-3.482, 0.126, 3.527], [-3.056, -5.957, 5.852], [1.649, 0.277, -2.883], [11.155, 4.897, -6.946], [-3.202, 1.030, 0.600], [-2.753, 6.276, 5.966], [3.035, 2.272, -4.950], [2.595, -0.076, -2.921], [11.338, 5.132, -7.993], [-1.944, 4.417, 6.403], [-6.605, -1.032, 0.468], [2.395, 1.049, -5.102], [9.886, -1.089, -8.008], [-3.941, -2.855, 6.179], [10.220, 5.380, -6.639], [-2.100, 4.563, 2.402], [-4.213, -1.646, -3.849], [-5.217, -2.654, 4.954], [8.064, 0.197, -7.940], [9.888, 1.369, -4.568], [11.327, -0.501, -8.859], [-0.922, 1.471, -3.299], [-3.303, -7.685, 7.125], [5.277, 0.528, -3.844], [-5.666, -2.095, 0.489], [-5.338, -1.975, 2.529], [0.217, 2.027, -3.946], [-6.731, -0.612, 1.472], [-4.975, -7.963, 8.766], [-1.988, 2.216, 2.489], [-4.234, 3.693, 5.285], [-3.695, -3.511, 4.550], [-4.895, 5.318, 5.158], [3.085, 0.205, -5.027], [11.982, 5.291, -6.344], [-3.174, 0.172, -1.329], [-4.749, -3.431, 1.705], [11.612, 2.912, -4.950], [9.820, -0.763, -9.765], [-3.641, 5.284, 7.153], [1.983, 1.032, -6.108], [8.567, 1.893, -5.975], [-0.906, 5.542, 7.805], [-0.789, 5.120, 6.800], [-5.567, -2.713, 1.750], [1.291, 0.774, -4.175], [4.023, 2.308, -3.930], [-3.816, 0.902, 4.227], [-0.146, 2.275, -5.423], [-2.092, 0.030, -1.212], [-5.873, -6.995, 6.059], [-2.773, 2.686, 3.097], [-6.492, -3.243, 2.007], [-5.381, -8.819, 8.216], [5.285, 1.525, -4.286], [-5.800, -7.425, 9.229], [6.165, 2.012, -3.875], [-5.045, -5.119, 3.798], [-7.017, 0.755, -0.574]],
  "forces_ev_per_angstrom": [[-0.058, 0.072, -0.031], [0.075, 0.064, -0.054], [0.062, 0.113, -0.115], [-0.027, -0.088, 0.096], [-0.033, -0.074, -0.001], [-0.262, 0.132, 0.076], [-0.114, 0.081, 0.034], [-0.273, 0.043, -0.057], [0.003, -0.042, -0.063], [0.059, 0.027, -0.028], [-0.153, -0.061, 0.055], [-0.117, -0.002, -0.029], [-0.012, 0.000, 0.014], [-0.005, -0.017, 0.019], [0.005, 0.105, -0.078], [-0.100, 0.112, 0.217], [0.040, 0.037, 0.096], [0.146, -0.083, -0.061], [0.027, -0.084, 0.271], [-0.016, -0.099, -0.145], [0.110, 0.224, -0.515], [0.038, -0.187, 0.160], [-0.255, 0.132, -0.023], [-0.112, -0.037, 0.082], [-0.040, -0.130, 0.091], [-0.162, 0.137, -0.143], [0.267, -0.118, -0.055], [0.058, -0.116, 0.054], [0.154, 0.088, -0.179], [-0.058, -0.093, -0.034], [-0.017, 0.079, -0.052], [-0.001, -0.020, -0.016], [-0.075, 0.117, 0.079], [0.060, -0.138, -0.076], [-0.024, -0.030, 0.035], [0.027, -0.007, -0.019], [-0.009, -0.008, -0.014], [0.029, 0.052, 0.037], [0.052, -0.012, 0.003], [0.206, -0.037, -0.154], [-0.053, -0.038, -0.012], [0.000, 0.010, -0.023], [0.091, 0.017, -0.077], [0.084, -0.153, 0.065], [-0.014, -0.020, -0.014], [-0.004, 0.039, 0.045], [0.038, 0.020, -0.008], [-0.194, -0.090, -0.187], [-0.224, -0.149, -0.018], [0.003, 0.031, -0.014], [0.164, -0.006, -0.089], [0.000, -0.043, -0.164], [-0.078, -0.010, -0.035], [-0.112, 0.017, 0.132], [-0.160, -0.164, 0.441], [0.092, -0.086, -0.014], [-0.023, 0.042, -0.025], [0.004, 0.007, -0.017], [-0.011, -0.251, -0.038], [0.133, 0.166, -0.102], [0.044, -0.029, -0.001], [0.087, 0.065, -0.256], [-0.023, -0.199, -0.150], [-0.097, -0.076, -0.316], [-0.033, -0.030, -0.039], [-0.052, 0.004, 0.032], [0.031, 0.029, 0.045], [-0.037, 0.014, -0.006], [0.029, -0.028, 0.028], [0.071, 0.052, -0.064], [-0.005, -0.005, 0.017], [-0.031, 0.018, 0.005], [0.002, 0.035, -0.039], [0.014, -0.061, -0.469], [0.012, 0.182, 0.173], [-0.017, -0.189, -0.222], [0.170, 0.141, 0.105], [-0.063, -0.031, 0.048], [-0.216, -0.405, 2.000], [0.002, 0.011, 0.007], [0.074, 0.099, 0.025], [-0.058, 0.101, -0.160], [0.157, -0.046, 0.061], [-0.043, 0.055, -0.049], [0.007, 0.016, -0.017], [0.009, -0.107, 0.167], [-0.042, 0.065, 0.024], [0.024, -0.295, 0.028], [-0.027, -0.030, -0.051], [-0.083, 0.030, 0.148], [-0.016, -0.075, 0.029], [-0.062, 0.152, -0.040], [-0.102, 0.124, -0.017], [-0.009, -0.016, 0.004], [0.042, 0.067, -0.020], [-0.069, -0.085, 0.060], [-0.015, -0.027, -0.120], [0.114, 0.280, -0.745], [0.602, 0.543, 0.195], [0.130, -0.011, 0.030], [0.154, 0.075, -0.458], [0.034, 0.210, 0.012], [0.056, 0.142, 0.069], [0.132, -0.173, 0.136], [0.017, 0.022, 0.104], [0.033, -0.036, 0.033], [-0.318, -0.239, 0.406], [0.033, 0.036, 0.021], [0.090, 0.135, -0.098], [0.004, -0.010, -0.015], [0.013, 0.022, 0.019]]
}


(2)
{
  "formula": "C27H65N3O7",
  "method": "ωB97M-V/def2-TZVPD",
  "total_energy_ha": -1757.92333,
  "e_lumo_ev": -0.5,
  "spin_multiplicity": 1,
  "relative_energy_kj_mol": 1714.4,
  "elements": ["H", "C", "C", "O", "C", "H", "H", "H", "C", "H", "H", "H", "N", "N", "O", "C", "H", "H", "C", "C", "H", "H", "H", "O", "H", "H", "O", "C", "C", "N", "H", "H", "H", "H", "C", "H", "C", "H", "H", "O", "H", "H", "C", "H", "H", "C", "H", "C", "H", "O", "H", "H", "H", "H", "C", "H", "H", "O", "C", "H", "H", "H", "C", "H", "H", "H", "H", "H", "H", "C", "H", "C", "H", "C", "C", "C", "H", "H", "H", "H", "C", "H", "H", "H", "H", "H", "H", "C", "H", "H", "H", "H", "C", "H", "C", "H", "H", "C", "H", "H", "H", "H"],
  "xyz": [[0.196, 0.126, -1.220], [1.840, 4.809, 0.356], [-3.580, -0.206, -2.561], [2.910, 4.864, -2.595], [-0.612, -3.599, 0.882], [-0.846, 5.100, 0.148], [0.702, -1.269, -0.419], [-4.468, -0.385, -3.167], [-0.382, -0.378, -1.994], [0.586, 0.199, 1.598], [-4.074, 1.204, 1.657], [-0.865, 0.374, -2.619], [-2.016, -0.800, -0.171], [1.664, 4.489, -2.153], [-0.101, 2.611, 2.562], [-2.717, -1.457, -2.409], [-0.647, 2.376, 3.312], [0.609, 2.201, -4.554], [1.189, 6.678, -1.171], [-2.905, 0.349, -0.077], [1.985, 0.348, 3.116], [-0.517, -0.090, 0.656], [0.685, 6.977, -2.090], [0.527, 0.667, 0.765], [-2.347, -1.580, -3.427], [2.309, -1.981, 0.005], [1.848, 0.021, -0.549], [-0.958, -2.727, -1.141], [1.110, 3.143, -2.653], [1.855, -3.931, 1.569], [2.625, 5.473, -3.281], [-4.397, -0.551, 1.421], [2.618, -6.482, 1.005], [1.264, 5.237, 1.177], [-3.653, 0.243, 1.360], [1.916, 1.971, -0.843], [1.238, -2.159, -0.091], [-0.476, -3.059, -2.060], [-3.285, -2.370, -2.232], [3.154, -3.312, 1.701], [-3.088, 0.644, -3.033], [0.685, 7.247, -0.389], [-1.506, -1.308, -1.421], [-0.210, -2.809, -0.352], [2.992, -2.619, 2.345], [-0.863, 3.365, -0.906], [-1.475, 1.755, -0.830], [1.263, 2.997, -4.197], [-0.561, 1.763, -2.334], [1.200, 0.896, 3.111], [2.229, -3.973, 4.197], [0.450, -6.285, 0.941], [2.232, 6.991, -1.129], [-0.419, 2.748, -0.125], [0.804, -2.961, 1.254], [2.246, 2.616, -4.472], [0.563, 1.922, 2.524], [-1.089, -0.828, 0.880], [-0.896, -4.763, 1.793], [-1.097, 3.278, -2.967], [0.267, -2.335, 3.278], [-0.129, -1.142, 2.052], [2.620, -6.183, 2.053], [0.987, 3.907, -4.730], [-0.971, 5.328, -1.568], [0.067, 1.479, 0.978], [1.025, 0.243, -0.115], [2.984, 2.029, -2.219], [3.623, -5.820, 2.276], [-0.395, 2.837, -2.260], [-1.803, -3.407, -1.034], [0.615, -1.880, 2.350], [-2.890, 2.484, -0.271], [1.933, 2.058, -1.930], [1.598, -4.805, 3.884], [-4.080, 0.115, -1.185], [2.864, 5.180, 0.402], [1.615, -1.459, 2.456], [-1.116, -4.372, 2.787], [2.005, 3.754, 0.572], [-0.410, 4.793, -0.802], [-1.778, 1.937, 0.912], [-2.953, 0.093, 2.181], [-1.447, -2.898, 0.880], [1.193, -2.890, -0.899], [-0.077, -6.608, 2.512], [-4.557, 1.094, -1.227], [-2.221, 1.654, -0.042], [1.873, -5.546, 4.634], [1.578, 1.096, -2.300], [-0.537, -4.080, -0.093], [0.825, 0.787, 3.986], [0.252, -5.779, 1.885], [0.370, -0.977, -2.508], [1.086, 5.166, -0.930], [0.593, -4.596, 4.253], [-4.791, -0.602, -0.773], [1.538, -5.152, 2.339], [-1.943, 3.285, -0.786], [2.460, -7.109, 2.607], [2.463, -0.138, 0.167], [-1.781, -5.340, 1.527]],
  "forces_ev_per_angstrom": [[-1.389, -0.091, -1.361], [0.156, 0.020, 0.456], [-0.552, -0.847, 1.073], [0.215, 0.039, -0.065], [1.245, -4.258, 3.860], [0.531, 0.723, 0.244], [0.476, -2.211, 0.961], [0.102, -0.299, -0.308], [-1.126, -0.862, -0.054], [0.669, -0.185, 0.832], [-0.533, 0.113, -0.504], [0.289, -0.750, -0.304], [-2.314, -0.709, 0.480], [-4.524, -0.896, 0.458], [-1.917, 2.236, -0.898], [1.072, 0.719, -1.384], [-0.346, 0.162, 0.061], [-0.345, -0.001, 0.131], [-0.103, 0.070, 0.578], [-2.871, -2.393, 1.748], [0.491, -0.173, -0.040], [-0.954, -0.553, -0.343], [0.282, -0.159, -0.224], [-3.192, 5.920, 6.434], [0.719, -0.514, -0.013], [-0.249, 0.095, 0.228], [7.551, -0.868, -4.019], [-1.547, 2.314, -3.990], [1.250, 0.174, 1.424], [-1.143, -0.241, -1.822], [0.797, 0.288, -0.351], [-0.022, 0.076, -0.187], [-0.046, 0.244, -0.166], [0.220, -0.001, 0.288], [0.664, 0.198, -0.666], [-0.380, 0.919, -0.505], [2.126, -2.594, 1.421], [0.241, -0.045, -0.389], [-0.214, 0.250, 0.508], [-1.450, -1.190, 0.335], [0.400, -0.042, 0.156], [-0.080, -0.143, 0.299], [0.199, -0.254, -0.591], [-2.317, 1.849, -3.404], [0.319, 0.174, 0.488], [2.878, 1.993, -1.064], [-1.014, -1.900, 0.655], [-0.110, -0.391, 0.781], [0.531, 0.915, -0.160], [2.136, -2.292, 1.811], [0.078, 0.290, -0.693], [-0.143, 0.387, -0.427], [-0.008, 0.041, -0.381], [0.437, 1.088, -0.022], [-1.178, 1.812, -1.772], [0.251, 0.570, 0.042], [0.335, 0.870, 0.214], [-3.641, -0.818, -1.624], [-0.001, -0.679, 1.364], [0.165, 0.248, -0.501], [0.246, 0.062, 0.261], [0.749, -0.943, 0.965], [0.723, -0.298, -0.272], [0.177, 0.053, 0.041], [0.065, 0.290, -0.205], [-0.457, 1.097, 0.138], [2.038, -0.426, -2.039], [0.184, 0.530, -0.038], [-0.053, 0.074, 0.120], [0.096, 1.129, -0.393], [-0.171, 0.251, 0.187], [0.644, -1.267, 0.237], [-1.001, -0.937, 0.536], [-0.155, -0.280, -1.655], [-1.127, -0.174, 0.552], [1.388, 2.345, 1.652], [-0.058, 0.528, -0.291], [0.087, 0.248, 0.502], [0.002, -0.160, 0.458], [-0.637, -0.250, -0.320], [-0.375, 0.424, 0.068], [-0.154, -0.383, 0.116], [0.417, -0.392, -0.280], [0.467, -0.295, 0.457], [0.771, 0.020, 0.037], [0.378, 0.128, 0.544], [-0.503, 0.042, 0.188], [-1.067, -0.982, -0.913], [0.396, -0.886, -0.686], [0.056, 0.169, -0.006], [0.317, -1.264, 1.642], [-0.160, -0.032, 0.416], [-1.098, 0.762, -0.273], [-0.152, 0.228, -0.471], [0.836, -0.822, -1.023], [-0.257, 0.529, -0.212], [0.211, -0.163, -0.212], [2.690, 0.372, 2.022], [1.546, 1.845, -0.747], [-0.125, 0.110, 0.294], [0.221, -0.034, -0.130], [-0.273, 0.312, -0.364]]
}